No. 1
Here is a molecular structure, C22H28AsBr4EuN3O2 at a distorted geometry from the OMol25 dataset. Energies are from the ωB97M-V functional and the def2-TZVPD basis.

Element x y z (Å)
Eu -0.3753 -0.3018 -0.2120
Br -2.5123 3.1871 5.6156
Br -7.6272 -0.0218 0.8385
Br -1.0784 -3.1986 0.9890
Br -0.9797 -2.7367 -2.1685
As 2.7203 -0.8502 2.0564
O -1.4480 1.2142 -1.9726
O 1.2599 -0.8165 1.2318
N -1.3073 1.2690 1.5560
N -3.0295 -0.3640 0.1842
N 1.6688 -0.2556 -1.8657
C -0.9588 1.2084 -3.3312
C -5.2693 -0.9404 -0.4646
C -5.7787 -0.1703 0.5728
C -0.4410 2.0037 2.2623
C 3.0168 0.5484 -3.6648
C 2.3159 -1.4295 -1.9556
C -2.0254 2.4293 3.9735
C -3.8978 -0.9930 -0.6132
C -0.7483 2.6227 3.4565
C 1.3228 2.0534 -2.5730
C -1.4853 -3.9506 -0.7398
C 2.0267 0.7310 -2.7032
C 3.5452 -2.5770 1.8807
C -2.5565 1.1242 2.0360
C 3.3152 -1.6825 -2.8740
C -4.8964 0.5085 1.4027
C 2.4351 -0.4914 3.9211
C 3.9138 0.4721 1.3281
C 0.1498 2.2241 -3.5467
C 3.6651 -0.6692 -3.7569
C -2.9386 1.6677 3.2566
C -3.5301 0.3817 1.1854
H 1.6890 -1.1863 4.3030
H -0.9127 -4.8614 -0.8672
H 3.2787 1.3651 -4.3236
H -1.9904 2.0021 -1.8331
H 4.0479 0.2762 0.2642
H -3.9248 1.5037 3.6615
H 0.5545 2.1103 1.8415
H 3.3653 -0.6159 4.4734
H 2.0159 -2.1949 -1.2458
H -0.2501 3.2358 -3.4491
H 2.8334 -3.3447 2.1809
H -5.9195 -1.4718 -1.1440
H -3.4728 -1.5639 -1.4304
H -5.2877 1.1405 2.1838
H 0.9691 2.1721 -1.5415
H -0.0189 3.2278 3.9741
H 2.0732 0.5280 4.0450
H 3.8357 -2.7362 0.8431
H 4.4383 -0.8250 -4.4970
H -1.7878 1.3793 -4.0186
H 0.5006 2.1296 -4.5772
H 4.4292 -2.6332 2.5145
H 3.4860 1.4653 1.4616
H 4.8790 0.4274 1.8309
H 2.0417 2.8550 -2.7461
H 3.8023 -2.6463 -2.9008
H -0.5945 0.1920 -3.4996
H -2.5521 -4.1271 -0.8091

Forces on atoms 1 to 3 (eV/Å):
Eu -0.569 -0.027 -0.527
Br 0.031 -0.046 -0.102
Br 0.112 -0.012 -0.015

Calculated values
HOMO-LUMO gap (alpha / beta): 6.94 / 9.12 eV
2S+1: 8
<S²>: 15.76
Highest occupied orbital energy (alpha / beta): -12.28 / -14.47 eV
Energy relative to the best compared isomer or geometry (same formula, charge and spin): 0.0000 eV
DFT total energy: -14411.66848 a.u.
Charge: +2
LUMO level (alpha / beta): -5.3466 / -5.3450 eV

No. 2
Here is 3 unconnected molecules or ions with the total composition C22H28BN8O8S at a distorted geometry from the OMol25 dataset. Energies are from the ωB97M-V functional and the def2-TZVPD basis.

Element x y z (Å)
S 3.9598 -3.0066 -1.9761
O 4.4488 2.3183 -1.7997
O -1.9145 3.0908 4.1078
O 2.9550 1.4711 -3.1076
O -3.1646 3.2666 2.3470
O 2.5134 -3.9551 0.3903
O -5.4172 -2.7907 0.8761
O -4.7509 -3.8715 1.3943
O -0.3539 -1.8197 3.5108
N -0.7493 -2.8985 -0.9098
N 3.9695 2.1263 -2.9023
N -0.2817 -1.4502 1.0215
N -1.8193 -3.7488 -1.0882
N -2.2569 -2.7774 0.9840
N -3.0001 3.2302 3.5593
N 3.3915 -2.8100 2.0819
N 4.0032 -2.4470 0.9353
C 0.3920 -2.7424 -1.8475
C 3.4856 -3.1237 -0.2150
C -4.1814 3.3686 4.4121
C 4.6528 2.7111 -4.0563
C 4.1241 2.5312 -5.3322
C 5.8298 3.4304 -3.8639
C 4.7885 3.0708 -6.4268
C -5.4375 3.5088 3.8279
C -6.5538 3.6610 4.6414
C 3.5160 -1.3327 -2.6456
C -1.0399 -2.3287 0.3598
C 2.4127 -3.8253 1.7707
C 6.4888 3.9640 -4.9647
C -1.7249 0.2926 2.5544
C 1.0167 -1.2823 -1.8982
C 1.9971 -1.2538 -3.1971
C -4.0318 3.3699 5.7966
C -2.7208 -3.7075 -0.0004
C 5.9704 3.7819 -6.2430
C -4.0571 -4.5067 0.2984
C -6.4107 3.6735 6.0254
C -5.1533 3.5254 6.6023
B -0.7957 -1.0144 2.4030
H 3.6704 -0.5707 -1.8109
H -5.0476 3.5345 7.6813
H -7.2835 3.8004 6.6576
H -0.0158 -2.9622 -2.8981
H 3.2061 1.9769 -5.4882
H 0.2659 -0.4444 -2.0168
H 1.8790 -0.3165 -3.8142
H -3.7455 -5.5371 0.6977
H 7.4092 4.5202 -4.8273
H 4.3876 2.9346 -7.4248
H 0.6159 -1.0711 0.7103
H -2.8200 0.0273 2.4137
H -4.7086 -4.7052 -0.6053
H -7.5364 3.7740 4.1972
H 1.7307 -4.3654 2.4907
H -1.9111 -4.3537 -1.9151
H 6.2432 3.5789 -2.8732
H 1.1523 -3.5595 -1.6386
H 0.4492 -2.3098 3.2289
H 4.2688 -1.0822 -3.4723
H 1.8351 -2.2197 -3.7679
H -4.8069 -2.0182 0.8311
H -1.4326 1.0452 1.7583
H 1.7225 -1.0919 -1.0135
H -5.5610 3.5039 2.7512
H -3.0577 3.2555 6.2574
H 6.4908 4.1954 -7.1008
H -1.5006 0.7614 3.5657

Forces on atoms 1 to 3 (eV/Å):
S -0.372 -0.426 1.249
O -0.286 -0.207 -0.410
O -0.566 0.099 -0.346

Calculated values
HOMO-LUMO gap: 8.81 eV
Highest occupied orbital energy: -11.64 eV
DFT total energy: -2317.53272 a.u.
Charge: +1
LUMO level: -2.8299 eV